{"formula": "C3H5N", "method": "ωB97M-V/def2-TZVPD", "e_lumo_ev": 1.060, "homo_energy_ev": -7.5, "total_charge": 0, "total_energy_ha": -171.9470, "e_above_lowest_kcal_mol": 67.8, "elements": ["C", "C", "C", "N", "H", "H", "H", "H", "H"], "positions_angstrom": [[2.160, 0.352, -0.082], [-0.095, -0.686, 0.325], [-1.267, 0.289, 0.038], [1.099, -0.273, -0.075], [2.895, 0.567, -0.850], [-0.258, -1.753, 0.630], [-1.092, 1.150, 0.764], [-2.233, -0.298, 0.246], [-1.208, 0.652, -0.996]], "atomic_forces_ev_per_a": [[-1.37, -0.58, 0.67], [1.01, 0.36, -1.66], [0.33, -1.07, 1.56], [-0.22, 0.07, 1.22], [-0.46, -0.46, -0.46], [0.45, 1.27, -0.35], [-0.75, -0.84, -0.95], [1.31, 1.34, -0.36], [-0.28, -0.08, 0.33]]}